Entry 1:
Computed, not measured: C3H3NO in the gas phase in a non-equilibrium geometry, with ωB97M-V with the def2-TZVPD basis set.

The geometry in ORCA input format:
```
! RIJCOSX wB97M-V def2-TZVPD def2/J DEFGRID3
* xyz 0 1
C -1.697 0.613 -1.103
C -0.832 0.320 -0.322
C 0.175 -0.021 0.670
N 1.355 -0.516 0.253
O 0.018 0.096 1.872
H -2.470 0.881 -1.787
H 1.636 -0.655 -0.712
H 1.806 -0.714 1.132
*
```

Computed properties:
SMILES ... C#CC(N)=O
HOMO-LUMO gap ... 11.284 eV

Need the Löwdin charges? In units of e they are:
1 C 0.144
2 C -0.026
3 C -0.597
4 N 0.156
5 O 0.053
6 H 0.036
7 H 0.119
8 H 0.116

=====

Entry 2:
Computed, not measured: C3H3NO in the gas phase in a non-equilibrium geometry, with ωB97M-V with the def2-TZVPD basis set.

The geometry in ORCA input format:
```
! RIJCOSX wB97M-V def2-TZVPD def2/J DEFGRID3
* xyz 0 1
N -1.194 1.545 -0.919
C -0.599 0.558 -1.072
C 0.511 -0.222 -0.533
C -0.026 -0.408 0.824
O 0.633 -1.464 0.128
H 1.477 0.222 -0.754
H 0.283 0.414 1.467
H -1.085 -0.645 0.860
*
```

Computed properties:
SMILES ... N#C[C@H]1CO1
HOMO-LUMO gap ... 11.124 eV

Need the Löwdin charges? In units of e they are:
1 N 0.148
2 C -0.181
3 C -0.289
4 C -0.119
5 O 0.028
6 H 0.154
7 H 0.136
8 H 0.122

=====

Entry 3:
Computed, not measured: a 2-piece molecular cluster, C3H3NO2 overall in a non-equilibrium geometry, with ωB97M-V with the def2-TZVPD basis set.

The geometry in ORCA input format:
```
! RIJCOSX wB97M-V def2-TZVPD def2/J DEFGRID3
* xyz 0 1
O -0.002 1.832 -0.207
C 0.448 0.775 0.529
C -1.289 -1.013 -0.012
O -2.353 -0.705 -0.233
C 1.164 -0.255 0.086
N 1.349 -1.414 -0.293
H 0.010 1.615 -1.150
H 0.316 0.925 1.596
H 0.356 -1.761 -0.315
*
```

Computed properties:
HOMO-LUMO gap ... 9.367 eV

Need the Löwdin charges? In units of e they are:
1 O -0.007
2 C -0.263
3 C 0.021
4 O 0.126
5 C -0.208
6 N 0.104
7 H 0.111
8 H 0.127
9 H -0.010

=====

Entry 4:
Computed, not measured: C3H3NO2 in the gas phase in a non-equilibrium geometry, with ωB97M-V with the def2-TZVPD basis set.

The geometry in ORCA input format:
```
! RIJCOSX wB97M-V def2-TZVPD def2/J DEFGRID3
* xyz 0 1
O 2.067 -0.127 -0.032
C 0.737 -0.146 -0.030
C -0.173 0.907 0.024
C -1.427 0.212 -0.003
N -1.292 -1.109 -0.054
O 0.115 -1.328 0.040
H 2.361 -1.070 0.062
H 0.043 1.941 -0.018
H -2.430 0.719 0.011
*
```

Computed properties:
SMILES ... Oc1ccno1
HOMO-LUMO gap ... 9.757 eV

Need the Löwdin charges? In units of e they are:
1 O 0.120
2 C -0.410
3 C 0.003
4 C -0.149
5 N 0.060
6 O 0.001
7 H 0.153
8 H 0.092
9 H 0.130

=====

Entry 5:
Computed, not measured: C3H3NO2 in the gas phase, with ωB97M-V with the def2-TZVPD basis set.

The geometry in ORCA input format:
```
! RIJCOSX wB97M-V def2-TZVPD def2/J DEFGRID3
* xyz 0 1
O 2.082 -0.082 -0.028
C 0.764 -0.307 0.126
C -0.248 0.683 -0.003
C -1.378 -0.053 0.071
O -1.087 -1.338 0.291
N 0.288 -1.506 0.322
H 2.114 0.661 -0.645
H -0.112 1.752 -0.085
H -2.423 0.191 -0.049
*
```

Computed properties:
SMILES ... Oc1ccon1
HOMO-LUMO gap ... 10.677 eV

Need the Löwdin charges? In units of e they are:
1 O 0.087
2 C -0.431
3 C 0.004
4 C -0.115
5 O -0.038
6 N 0.137
7 H 0.114
8 H 0.113
9 H 0.129

=====

Entry 6:
Computed, not measured: a 2-piece molecular cluster, C3H3NO2 overall in a non-equilibrium geometry, with ωB97M-V with the def2-TZVPD basis set.

The geometry in ORCA input format:
```
! RIJCOSX wB97M-V def2-TZVPD def2/J DEFGRID3
* xyz 0 1
O -4.106 2.445 0.051
C -3.421 1.542 0.110
O -2.917 0.520 0.153
C -0.003 0.101 0.186
C -0.352 1.370 0.581
N -0.680 2.408 0.930
H 0.664 0.268 -0.793
H -0.916 -0.546 0.027
H 0.736 -0.203 0.979
*
```

Computed properties:
SMILES ... O=C=O.CC#N
HOMO-LUMO gap ... 12.181 eV

Need the Löwdin charges? In units of e they are:
1 O 0.240
2 C -0.461
3 O 0.185
4 C -0.093
5 C -0.380
6 N 0.164
7 H 0.143
8 H 0.095
9 H 0.107

=====

Entry 7:
Computed, not measured: C3H3NO2 in the gas phase in a non-equilibrium geometry, with ωB97M-V with the def2-TZVPD basis set.

The geometry in ORCA input format:
```
! RIJCOSX wB97M-V def2-TZVPD def2/J DEFGRID3
* xyz 0 1
O 2.213 -0.164 0.406
C 1.013 -0.351 0.359
N 0.345 -1.543 0.451
O -1.006 -1.224 0.237
C -1.217 -0.024 -0.129
C 0.065 0.715 -0.216
H 0.874 0.632 -1.146
H -2.281 0.239 -0.205
H -0.006 1.720 0.244
*
```

Computed properties:
HOMO-LUMO gap (alpha / beta) ... 8.041 / 8.039 eV

Need the Löwdin charges? In units of e they are:
1 O 0.014
2 C -0.579
3 N 0.121
4 O 0.007
5 C -0.050
6 C -0.024
7 H 0.228
8 H 0.148
9 H 0.133

=====

Entry 8:
Computed, not measured: C3H3NO2 in the gas phase in a non-equilibrium geometry, with ωB97M-V with the def2-TZVPD basis set.

The geometry in ORCA input format:
```
! RIJCOSX wB97M-V def2-TZVPD def2/J DEFGRID3
* xyz 0 1
C -0.137 0.845 0.427
O 1.107 0.276 0.279
C 1.027 -0.951 -0.371
O 2.018 -1.580 -0.573
C -0.448 -1.290 -0.736
N -1.025 -0.221 -0.247
H -1.980 0.095 -0.199
H -0.377 0.996 1.499
H -0.185 1.830 -0.080
*
```

Computed properties:
HOMO-LUMO gap ... 9.693 eV

Need the Löwdin charges? In units of e they are:
1 C -0.159
2 O 0.003
3 C -0.458
4 O 0.128
5 C 0.078
6 N 0.007
7 H 0.127
8 H 0.137
9 H 0.137

=====

Entry 9:
Computed, not measured: C3H3NO2 in the gas phase in a non-equilibrium geometry, with ωB97M-V with the def2-TZVPD basis set.

The geometry in ORCA input format:
```
! RIJCOSX wB97M-V def2-TZVPD def2/J DEFGRID3
* xyz 0 1
N 2.269 -1.136 -0.350
C 1.486 -0.301 -0.072
C 0.514 0.670 0.470
O -0.552 0.647 -0.507
C -1.378 -0.427 -0.448
O -1.435 -1.315 0.417
H 0.273 0.448 1.477
H 0.766 1.759 0.402
H -1.943 -0.346 -1.389
*
```

Computed properties:
SMILES ... N#CCOC=O
HOMO-LUMO gap ... 11.984 eV

Need the Löwdin charges? In units of e they are:
1 N 0.165
2 C -0.162
3 C -0.133
4 O -0.051
5 C -0.296
6 O 0.063
7 H 0.115
8 H 0.149
9 H 0.149

=====

Entry 10:
Computed, not measured: C3H3NO2 in the gas phase in a non-equilibrium geometry, with ωB97M-V with the def2-TZVPD basis set.

The geometry in ORCA input format:
```
! RIJCOSX wB97M-V def2-TZVPD def2/J DEFGRID3
* xyz 0 1
N -0.397 1.938 -1.115
C 0.529 1.853 -0.386
C -0.078 0.786 0.534
C -0.045 -0.521 0.209
O -0.175 -1.465 1.152
O 0.301 -1.032 -0.988
H -0.383 1.109 1.513
H -0.071 -2.334 0.740
H 0.319 -0.335 -1.659
*
```

Computed properties:
SMILES ... N#CC=C(O)O
HOMO-LUMO gap ... 8.676 eV

Need the Löwdin charges? In units of e they are:
1 N 0.198
2 C -0.154
3 C -0.103
4 C -0.475
5 O 0.103
6 O 0.095
7 H 0.105
8 H 0.127
9 H 0.104

=====

Entry 11:
Computed, not measured: C3H3NO2 as an isolated structure in a non-equilibrium geometry, with ωB97M-V with the def2-TZVPD basis set.

The geometry in ORCA input format:
```
! RIJCOSX wB97M-V def2-TZVPD def2/J DEFGRID3
* xyz 0 1
C 0.929 0.442 -0.040
C 0.311 -0.867 -0.172
C -1.240 -0.623 -0.143
H -1.156 1.061 0.342
H 1.267 0.464 1.081
H 1.766 0.647 -0.684
N -2.412 -0.515 -0.067
O -0.110 1.402 -0.213
O 0.644 -2.011 -0.103
*
```

Computed properties:
HOMO-LUMO gap ... 10.434 eV

Need the Löwdin charges? In units of e they are:
1 C -0.207
2 C -0.357
3 C -0.129
4 H 0.230
5 H 0.176
6 H 0.136
7 N 0.172
8 O -0.174
9 O 0.153

=====

Entry 12:
Computed, not measured: C3H3NO2 as an isolated structure in a non-equilibrium geometry, with ωB97M-V with the def2-TZVPD basis set.

The geometry in ORCA input format:
```
! RIJCOSX wB97M-V def2-TZVPD def2/J DEFGRID3
* xyz 0 1
C 0.608 -0.150 0.074
C -0.128 0.899 -0.019
C -1.302 0.267 -0.049
H 2.393 -1.098 0.450
H 0.275 1.828 0.061
H -2.380 0.701 -0.107
N -1.427 -0.976 -0.166
O 1.893 -0.144 -0.247
O 0.067 -1.327 0.004
*
```

Computed properties:
HOMO-LUMO gap ... 9.529 eV

Need the Löwdin charges? In units of e they are:
1 C -0.583
2 C 0.002
3 C -0.256
4 H 0.316
5 H 0.109
6 H 0.162
7 N 0.162
8 O 0.040
9 O 0.048

=====

Entry 13:
Computed, not measured: C3H3NO2S as an isolated structure in a non-equilibrium geometry, with ωB97M-V with the def2-TZVPD basis set.

The geometry in ORCA input format:
```
! RIJCOSX wB97M-V def2-TZVPD def2/J DEFGRID3
* xyz 0 1
C 0.176 -0.815 1.290
C -0.357 0.430 1.231
C -0.415 0.810 -0.265
H 0.667 0.135 -2.659
H 0.345 -1.591 2.070
H -0.938 0.906 1.998
N 0.449 -0.142 -0.798
O 0.143 -0.796 -1.957
O 0.731 -1.200 0.148
S -0.801 2.264 -1.058
*
```

Computed properties:
HOMO-LUMO gap ... 8.323 eV

Need the Löwdin charges? In units of e they are:
1 C -0.119
2 C -0.028
3 C -0.721
4 H 0.301
5 H 0.151
6 H 0.096
7 N -0.232
8 O -0.047
9 O 0.022
10 S 0.577

=====

Entry 14:
Computed, not measured: C3H3NO2S2 in the gas phase in a non-equilibrium geometry, with ωB97M-V with the def2-TZVPD basis set.

The geometry in ORCA input format:
```
! RIJCOSX wB97M-V def2-TZVPD def2/J DEFGRID3
* xyz 0 1
O -1.066 -1.539 -1.015
C -1.516 -0.776 -0.221
C -0.733 -0.020 0.852
S -0.346 1.613 0.270
N 1.054 1.062 -0.566
C 1.691 -0.052 -0.074
O 2.736 -0.481 -0.453
S 0.823 -0.817 1.233
H -2.553 -0.381 -0.311
H -1.323 0.026 1.769
H 1.234 1.365 -1.484
*
```

Computed properties:
SMILES ... O=C[C@@H]1SNC(=O)S1
HOMO-LUMO gap ... 9.525 eV

Need the Löwdin charges? In units of e they are:
1 O 0.071
2 C -0.358
3 C -0.853
4 S 0.928
5 N -0.268
6 C -0.875
7 O 0.038
8 S 1.018
9 H 0.125
10 H 0.079
11 H 0.095

=====

Entry 15:
Computed, not measured: C3H3NO2S2 as an isolated structure in a non-equilibrium geometry, with ωB97M-V with the def2-TZVPD basis set.

The geometry in ORCA input format:
```
! RIJCOSX wB97M-V def2-TZVPD def2/J DEFGRID3
* xyz 0 1
C -0.385 0.158 0.142
C -0.570 1.589 -0.027
C -0.906 -1.134 0.196
N -2.172 -1.642 0.234
O -4.551 -1.015 0.362
O -2.882 1.436 0.092
S -3.394 -0.658 -0.372
S -1.832 2.646 -0.103
H 0.681 -0.147 0.195
H 0.438 2.112 -0.020
H -0.171 -1.942 0.367
*
```

Computed properties:
HOMO-LUMO gap (alpha / beta) ... 7.284 / 7.285 eV

Need the Löwdin charges? In units of e they are:
1 C -0.156
2 C -0.443
3 C -0.255
4 N -0.200
5 O -0.416
6 O -0.810
7 S 1.008
8 S 0.989
9 H 0.088
10 H 0.080
11 H 0.114

=====

Entry 16:
Computed, not measured: C3H3NO3 in the gas phase in a non-equilibrium geometry, with ωB97M-V with the def2-TZVPD basis set.

The geometry in ORCA input format:
```
! RIJCOSX wB97M-V def2-TZVPD def2/J DEFGRID3
* xyz 0 1
O -0.864 1.932 -0.640
C -1.142 0.940 -1.260
O -0.725 -0.321 -0.944
C 0.087 -0.437 0.142
C 0.665 0.294 1.122
O 1.409 -0.722 1.629
N 0.581 -1.683 0.588
H -1.772 0.877 -2.156
H 0.561 1.241 1.614
H 1.200 -2.121 -0.095
*
```

Computed properties:
SMILES ... O=COc1co[nH]1
HOMO-LUMO gap ... 9.155 eV

Need the Löwdin charges? In units of e they are:
1 O 0.100
2 C -0.286
3 O 0.074
4 C -0.348
5 C -0.094
6 O -0.016
7 N 0.182
8 H 0.149
9 H 0.118
10 H 0.121

=====

Entry 17:
Computed, not measured: C3H3NO3 in the gas phase, with ωB97M-V with the def2-TZVPD basis set.

The geometry in ORCA input format:
```
! RIJCOSX wB97M-V def2-TZVPD def2/J DEFGRID3
* xyz 0 1
H -0.560 2.089 -1.590
N -1.068 1.285 -1.219
C -0.363 0.561 -0.483
C -0.712 -0.739 0.179
O 0.125 -0.702 1.340
C 1.276 -0.208 0.832
O 2.375 -0.555 1.108
O 0.971 0.731 -0.141
H -0.291 -1.535 -0.445
H -1.753 -0.926 0.419
*
```

Computed properties:
SMILES ... [H]/N=C1/COC(=O)O1
HOMO-LUMO gap ... 12.008 eV

Need the Löwdin charges? In units of e they are:
1 H 0.079
2 N 0.196
3 C -0.383
4 C -0.053
5 O 0.065
6 C -0.533
7 O 0.200
8 O 0.137
9 H 0.149
10 H 0.144

=====

Entry 18:
Computed, not measured: C3H3NO3 in the gas phase in a non-equilibrium geometry, with ωB97M-V with the def2-TZVPD basis set.

The geometry in ORCA input format:
```
! RIJCOSX wB97M-V def2-TZVPD def2/J DEFGRID3
* xyz 0 1
H 0.318 1.688 -0.874
N -0.576 1.365 -0.521
C -0.514 0.222 -0.017
C -1.787 -0.458 0.407
O -2.137 -1.158 -0.508
O 0.506 -0.738 -0.109
C 1.783 -0.318 0.048
O 2.121 0.824 0.173
H -2.463 -0.323 1.289
H 2.455 -1.187 0.072
*
```

Computed properties:
SMILES ... [H]/N=C(/C=O)OC=O
HOMO-LUMO gap ... 10.576 eV

Need the Löwdin charges? In units of e they are:
1 H 0.071
2 N 0.218
3 C -0.372
4 C -0.151
5 O 0.091
6 O 0.057
7 C -0.298
8 O 0.090
9 H 0.140
10 H 0.152

=====

Entry 19:
Computed, not measured: C3H3NO3 in the gas phase, with ωB97M-V with the def2-TZVPD basis set.

The geometry in ORCA input format:
```
! RIJCOSX wB97M-V def2-TZVPD def2/J DEFGRID3
* xyz 0 1
H -0.005 -1.681 0.964
N 0.800 -1.186 0.597
C 0.527 -0.125 -0.009
C 1.653 0.640 -0.658
O 1.635 0.708 -1.859
O -0.689 0.469 -0.345
C -1.831 0.124 0.293
O -1.933 -0.726 1.131
H 2.498 1.025 -0.044
H -2.655 0.752 -0.071
*
```

Computed properties:
SMILES ... [H]/N=C(/C=O)OC=O
HOMO-LUMO gap ... 10.488 eV

Need the Löwdin charges? In units of e they are:
1 H 0.064
2 N 0.217
3 C -0.362
4 C -0.171
5 O 0.094
6 O 0.065
7 C -0.287
8 O 0.093
9 H 0.135
10 H 0.152

=====

Entry 20:
Computed, not measured: C3H3NO3 in the gas phase, with ωB97M-V with the def2-TZVPD basis set.

The geometry in ORCA input format:
```
! RIJCOSX wB97M-V def2-TZVPD def2/J DEFGRID3
* xyz 0 1
H -0.049 -2.649 -0.388
N 0.398 -2.008 0.267
C 0.104 -0.813 0.049
C 0.609 0.418 0.736
O -0.502 1.307 0.582
C -0.896 1.049 -0.686
O -1.275 1.842 -1.480
O -0.719 -0.302 -0.944
H 1.397 0.835 0.099
H 0.933 0.321 1.766
*
```

Computed properties:
SMILES ... [H]/N=C1/COC(=O)O1
HOMO-LUMO gap ... 12.014 eV

Need the Löwdin charges? In units of e they are:
1 H 0.078
2 N 0.196
3 C -0.385
4 C -0.055
5 O 0.066
6 C -0.533
7 O 0.201
8 O 0.138
9 H 0.149
10 H 0.144